No. 1
Density functional theory data (the ωB97M-V functional and the def2-TZVPD basis) for 2 unconnected molecules or ions with the total composition C2H4O3 at a distorted geometry.

The value obtained for the orbital gap is 10.0 eV. The SMILES is O=CO.C=O. For the electronic energy, the calculation gives -8279.2133 eV. The value obtained for the relative energy (zero: lowest compared OMol25 entry of this formula, charge and spin) is 54.1 kcal/mol. The calculation puts the HOMO energy at -10.423 eV. The value obtained for the largest force on an atom is 2.73 eV Å⁻¹.

Last column: natural (NBO) charge in e.
Positions of all 9 atoms, in Å:
O  -1.45  -1.48  0.37  -0.5275
C  -0.72  -1.51  -0.63  0.3006
H  -0.68  -0.69  -1.35  0.1550
H  -0.13  -2.45  -0.89  0.1430
O  1.64  1.46  -0.50  -0.6001
C  0.90  1.59  0.46  0.6524
O  -0.06  0.72  0.84  -0.8032
H  1.13  2.50  1.03  0.1353
H  -0.62  -0.15  0.67  0.5445



No. 2
Density functional theory data (the ωB97M-V functional and the def2-TZVPD basis) for a molecular structure, C3H5NS3 at a distorted geometry.

The value obtained for the orbital gap is 7.6 eV. For the electronic energy, the calculation gives -37185.7595 eV. The value obtained for the relative energy (zero: lowest compared OMol25 entry of this formula, charge and spin) is 39.2 kcal/mol. The calculation puts the HOMO energy at -8.741 eV. The value obtained for the largest force on an atom is 3.27 eV Å⁻¹.

Last column: natural (NBO) charge in e.
Positions of all 12 atoms, in Å:
C  2.59  -0.04  0.17  -0.8013
C  -1.05  -0.96  -0.25  0.0150
C  -2.13  0.06  -0.26  -0.3599
H  2.80  -0.55  1.16  0.2270
H  3.00  -0.79  -0.58  0.2403
H  3.29  0.85  0.13  0.2343
H  -1.53  -1.92  -0.37  0.1987
H  -2.90  2.24  0.00  0.1636
N  0.19  -0.92  -0.14  -0.4760
S  0.97  0.63  0.01  0.4176
S  -1.59  1.73  -0.07  0.0883
S  -3.64  -0.32  0.20  0.0523



No. 3
Density functional theory data (the ωB97M-V functional and the def2-TZVPD basis) for 10 unconnected molecules or ions with the total composition C50H105F18N10P3 at a distorted geometry.

The value obtained for the orbital gap is 9.1 eV. As for the net charge: +4. For the electronic energy, the calculation gives -145216.6535 eV. The calculation puts the HOMO energy at -15.323 eV. The value obtained for the largest force on an atom is 4.29 eV Å⁻¹.

Last column: Löwdin charge in e.
Positions of all 186 atoms, in Å:
C  -3.13  -6.46  4.75  -0.0758
C  -3.01  -5.63  3.55  -0.1927
N  -4.31  -5.20  2.95  -0.0456
C  -4.45  -4.16  2.09  -0.0127
C  -5.77  -4.07  1.68  0.0291
N  -6.47  -5.05  2.40  -0.0944
C  -5.55  -5.80  3.13  0.0545
C  -7.88  -5.27  2.22  0.0056
H  -3.67  -7.34  4.40  0.0887
H  -3.62  -5.83  5.49  0.0990
H  -2.13  -6.68  5.12  0.0988
H  -2.53  -6.15  2.71  0.1360
H  -2.47  -4.72  3.81  0.1338
H  -3.59  -3.61  1.73  0.1442
H  -6.23  -3.49  0.89  0.1451
H  -5.83  -6.57  3.83  0.1587
H  -8.36  -5.36  3.20  0.1082
H  -8.06  -6.26  1.80  0.1079
H  -8.29  -4.52  1.56  0.1116
C  -3.59  0.52  6.99  -0.0623
C  -2.92  1.65  6.18  -0.1803
N  -2.93  2.97  6.75  -0.0505
C  -1.88  3.89  6.94  0.0505
C  -2.42  4.90  7.73  0.0017
N  -3.77  4.73  7.83  -0.0857
C  -4.09  3.53  7.25  0.0240
C  -4.77  5.49  8.62  0.0313
H  -4.57  0.30  6.56  0.0772
H  -3.59  0.75  8.05  0.0850
H  -3.08  -0.45  6.91  0.0780
H  -3.47  1.63  5.24  0.1238
H  -1.91  1.39  5.86  0.1329
H  -0.84  3.71  6.71  0.1432
H  -2.05  5.82  8.16  0.1449
H  -5.00  2.95  7.30  0.1668
H  -5.05  4.87  9.47  0.1077
H  -5.61  5.81  7.99  0.1072
H  -4.33  6.37  9.09  0.1043
C  8.97  4.78  -4.02  -0.0615
C  7.46  4.85  -4.31  -0.1463
N  6.67  4.79  -3.05  -0.0400
C  6.07  5.74  -2.28  -0.0350
C  5.50  5.24  -1.16  0.0313
N  5.81  3.85  -1.18  -0.0876
C  6.59  3.61  -2.30  0.0546
C  5.61  2.91  -0.12  -0.0044
H  9.57  4.99  -4.91  0.0876
H  9.37  3.83  -3.68  0.0787
H  9.26  5.56  -3.31  0.0883
H  7.07  4.06  -4.94  0.1263
H  7.30  5.81  -4.80  0.1298
H  6.11  6.77  -2.60  0.1435
H  5.05  5.63  -0.26  0.1443
H  6.86  2.64  -2.69  0.1624
H  5.64  1.87  -0.46  0.1026
H  4.60  3.02  0.27  0.1095
H  6.31  2.98  0.70  0.1155
C  0.61  0.99  -5.56  -0.0655
C  -0.06  1.73  -6.83  -0.1957
C  -1.61  1.85  -6.69  -0.1093
N  -2.33  2.54  -7.87  -0.2403
C  -1.54  3.75  -8.40  0.0312
C  -2.57  1.57  -9.04  -0.0902
C  -3.82  2.09  -9.78  -0.1429
C  -4.53  3.06  -8.85  -0.1381
C  -3.81  3.01  -7.49  -0.0342
H  0.00  1.19  -4.67  0.0662
H  1.66  1.20  -5.36  0.0685
H  0.46  -0.09  -5.65  0.0642
H  0.26  1.24  -7.75  0.1054
H  0.37  2.73  -6.92  0.0862
H  -1.89  2.47  -5.84  0.1293
H  -2.02  0.85  -6.52  0.1356
H  -1.36  4.42  -7.56  0.1118
H  -2.15  4.20  -9.18  0.1084
H  -0.58  3.41  -8.79  0.0980
H  -1.73  1.79  -9.69  0.1203
H  -2.71  0.51  -8.85  0.1403
H  -3.54  2.43  -10.78  0.1237
H  -4.45  1.21  -9.95  0.1193
H  -4.33  4.07  -9.20  0.1085
H  -5.61  2.93  -8.73  0.1329
H  -3.81  3.99  -7.00  0.1326
H  -4.01  2.17  -6.83  0.1327
C  -0.03  -9.52  -6.71  -0.0833
C  0.13  -8.12  -6.18  -0.2483
C  0.22  -7.94  -4.66  -0.1004
N  0.52  -6.50  -4.18  -0.2399
C  -0.72  -5.58  -4.43  0.0575
C  1.78  -5.89  -4.78  -0.0931
C  2.54  -5.18  -3.67  -0.1371
C  2.19  -6.02  -2.44  -0.1582
C  0.77  -6.51  -2.64  -0.0909
H  -0.98  -9.89  -6.32  0.0830
H  0.76  -10.20  -6.39  0.0878
H  -0.16  -9.55  -7.80  0.0920
H  -0.70  -7.52  -6.55  0.1087
H  0.99  -7.66  -6.67  0.1065
H  1.06  -8.46  -4.22  0.1337
H  -0.70  -8.27  -4.17  0.1394
H  -0.86  -5.54  -5.51  0.0986
H  -0.40  -4.62  -4.02  0.1082
H  -1.55  -5.99  -3.86  0.1120
H  1.37  -5.24  -5.56  0.1318
H  2.34  -6.73  -5.18  0.1353
H  2.37  -4.11  -3.56  0.1228
H  3.61  -5.36  -3.76  0.1223
H  2.37  -5.43  -1.54  0.1303
H  2.84  -6.90  -2.44  0.1210
H  0.08  -5.80  -2.18  0.1288
H  0.79  -7.50  -2.20  0.1316
C  8.63  -4.99  6.11  -0.0741
C  7.10  -4.96  6.06  -0.2431
C  6.67  -3.55  5.67  -0.1187
N  5.14  -3.33  5.59  -0.2270
C  4.61  -4.05  4.30  0.0638
C  4.25  -3.94  6.73  -0.0902
C  2.91  -3.27  6.62  -0.1719
C  3.29  -1.90  6.13  -0.1659
C  4.75  -1.88  5.68  -0.0758
H  8.93  -5.26  5.10  0.0844
H  8.95  -5.76  6.81  0.0873
H  9.12  -4.05  6.36  0.0849
H  6.68  -5.46  6.94  0.1142
H  6.66  -5.46  5.20  0.0896
H  7.08  -3.42  4.67  0.1377
H  7.15  -2.88  6.38  0.1337
H  3.56  -3.80  4.20  0.1012
H  4.86  -5.11  4.40  0.1018
H  5.08  -3.47  3.50  0.1071
H  4.18  -5.03  6.78  0.1360
H  4.77  -3.62  7.63  0.1435
H  2.17  -3.75  5.99  0.1142
H  2.38  -3.13  7.56  0.1284
H  2.62  -1.50  5.37  0.1231
H  3.08  -1.14  6.88  0.1272
H  4.99  -1.40  4.73  0.1480
H  5.30  -1.51  6.55  0.1406
C  -5.80  6.42  -1.60  -0.0760
C  -4.26  6.25  -1.47  -0.2273
C  -3.89  5.55  -0.17  -0.1141
N  -2.35  5.50  0.00  -0.2362
C  -1.84  4.38  -0.98  0.0528
C  -2.01  5.02  1.42  -0.0986
C  -0.56  5.40  1.59  -0.1178
C  -0.33  6.70  0.66  -0.1198
C  -1.57  6.82  -0.14  -0.1053
H  -6.25  7.21  -1.00  0.0802
H  -6.38  5.51  -1.42  0.0833
H  -6.03  6.68  -2.63  0.0781
H  -3.78  7.23  -1.50  0.1032
H  -3.95  5.72  -2.37  0.1063
H  -4.25  4.53  -0.27  0.1386
H  -4.30  6.01  0.72  0.1361
H  -2.04  4.69  -2.00  0.0918
H  -2.36  3.43  -0.89  0.1132
H  -0.78  4.20  -0.77  0.1036
H  -2.38  3.99  1.42  0.1379
H  -2.72  5.56  2.05  0.1271
H  0.14  4.60  1.33  0.1117
H  -0.17  5.66  2.57  0.1199
H  0.56  6.59  0.04  0.1143
H  -0.10  7.49  1.37  0.1219
H  -1.47  6.93  -1.22  0.1321
H  -2.23  7.59  0.26  0.1421
P  -5.75  0.07  -2.88  0.1351
F  -6.80  -1.10  -2.48  -0.1781
F  -5.20  -0.16  -1.43  -0.1547
F  -4.67  -0.97  -3.53  -0.1969
F  -4.71  1.31  -3.16  -0.2156
F  -6.45  0.20  -4.37  -0.1944
F  -6.76  1.23  -2.31  -0.1934
P  4.17  4.34  5.80  0.0831
F  5.18  3.19  5.33  -0.1684
F  3.96  3.63  7.22  -0.1741
F  5.36  5.23  6.43  -0.1572
F  3.03  5.44  6.22  -0.2002
F  4.32  5.10  4.38  -0.1862
F  2.99  3.40  5.25  -0.1965
P  0.43  -0.85  0.85  0.2773
F  -1.14  -0.27  0.91  -0.2021
F  0.30  -1.97  2.10  -0.2342
F  -0.01  -1.97  -0.26  -0.1930
F  1.99  -1.34  0.84  -0.2174
F  0.88  0.28  -0.28  -0.2156
F  0.96  0.29  1.93  -0.2149



No. 4
Density functional theory data (the ωB97M-V functional and the def2-TZVPD basis) for a molecular structure, C34H31N6OPPd at a distorted geometry.

The value obtained for the orbital gap is 7.6 eV. For the electronic energy, the calculation gives -59517.7282 eV. The value obtained for the relative energy (zero: lowest compared OMol25 entry of this formula, charge and spin) is 44.8 kcal/mol. The calculation puts the HOMO energy at -7.593 eV. The value obtained for the largest force on an atom is 1.90 eV Å⁻¹.

Last column: Löwdin charge in e.
Positions of all 74 atoms, in Å:
Pd  -0.36  0.16  -0.21  0.7175
C  0.25  -3.97  5.01  -0.0807
C  -0.79  -3.78  4.10  -0.0792
C  -0.60  -2.94  3.02  -0.0986
C  0.61  -2.28  2.82  -0.3405
C  1.64  -2.48  3.73  -0.0953
C  1.46  -3.31  4.82  -0.0717
P  0.78  -1.31  1.29  1.0933
C  2.12  -0.10  1.67  -0.3443
C  2.29  0.48  2.92  -0.1281
C  3.22  1.49  3.12  -0.0856
C  3.97  1.96  2.05  -0.0861
C  3.80  1.40  0.79  -0.0734
C  2.88  0.39  0.60  -0.0996
C  1.53  -2.44  0.10  -0.3126
C  2.51  -3.37  0.31  -0.0590
C  2.89  -4.22  -0.75  -0.0697
C  2.25  -4.15  -1.96  -0.0252
C  1.21  -3.21  -2.19  -0.1628
C  0.48  -3.15  -3.40  -0.0416
C  -0.55  -2.27  -3.53  -0.0694
C  -0.88  -1.37  -2.49  -0.1160
C  -0.16  -1.36  -1.34  -0.2538
C  0.88  -2.32  -1.14  -0.1996
H  0.11  -4.62  5.86  0.1041
H  -1.73  -4.29  4.24  0.1045
H  -1.41  -2.79  2.31  0.1040
H  2.60  -1.99  3.59  0.1029
H  2.26  -3.46  5.53  0.1061
H  1.68  0.16  3.76  0.0993
H  3.33  1.93  4.10  0.1033
H  4.69  2.76  2.20  0.1011
H  4.36  1.78  -0.05  0.1057
H  2.76  -0.04  -0.39  0.0965
H  2.98  -3.48  1.28  0.1066
H  3.68  -4.95  -0.60  0.1021
H  2.52  -4.83  -2.76  0.1125
H  0.75  -3.82  -4.21  0.1088
H  -1.13  -2.24  -4.45  0.1016
H  -1.70  -0.67  -2.61  0.0805
N  -2.17  1.47  4.10  0.0578
C  -1.31  2.55  4.01  -0.0891
C  -0.53  2.30  2.92  -0.1583
N  -0.89  1.09  2.35  0.0113
C  -1.87  0.63  3.08  -0.1969
H  -2.89  1.35  4.78  0.1463
H  -1.35  3.37  4.69  0.1075
H  0.25  2.90  2.50  0.0985
H  -2.39  -0.30  2.91  0.1205
C  -0.92  3.82  -3.61  -0.0366
C  -0.52  2.48  -4.25  -0.5824
C  0.33  2.70  -5.49  -0.0455
C  -1.78  1.67  -4.59  -0.0364
C  0.26  1.70  -3.26  -0.1571
N  0.82  1.07  -2.49  0.1963
H  -1.49  4.40  -4.34  0.0909
H  -0.04  4.39  -3.32  0.0940
H  -1.53  3.67  -2.72  0.0681
H  -0.25  3.27  -6.23  0.0891
H  0.63  1.76  -5.94  0.0890
H  1.23  3.27  -5.25  0.0900
H  -2.41  2.26  -5.27  0.0919
H  -2.36  1.46  -3.69  0.0819
H  -1.53  0.73  -5.07  0.0855
N  -4.80  0.91  -0.59  0.1636
C  -3.44  1.00  -0.47  -0.5389
O  -2.75  -0.03  -0.56  -0.0705
C  -2.89  2.32  -0.27  -0.2179
C  -1.49  2.48  -0.25  -0.2866
N  -0.34  2.62  -0.26  0.1273
C  -3.74  3.42  0.03  -0.2584
N  -4.45  4.29  0.31  0.1173
H  -5.19  -0.01  -0.57  0.1036
H  -5.38  1.69  -0.35  0.0870



Q: Which formula does entry 4 have?
A: C34H31N6OPPd



Q: The highest electronic energy belongs to which entry?
A: C2H4O3



Q: Among the records above, which one has the highest orbital gap?
A: C2H4O3